# 1
{
  "formula": "C4H11N2S",
  "method": "wB97M-V/def2-TZVPD",
  "charge": -1,
  "e_above_lowest_kcal_mol": 72.0,
  "largest_force_ev_per_a": 5.91,
  "smiles": "C[C@@H](C[S-])NCN",
  "species": ["S", "N", "N", "C", "C", "C", "C", "H", "H", "H", "H", "H", "H", "H", "H", "H", "H", "H"],
  "coordinates": [[1.3000, -2.7718, -1.9927], [0.4662, 0.5665, 0.4300], [-1.3638, 0.7767, 2.3761], [-0.1576, -0.1045, -1.8483], [1.4237, -1.5475, -0.7144], [-0.6745, 1.3681, 1.1136], [0.1578, -0.4892, -0.5220], [2.2464, -0.8200, -0.9544], [1.5522, -2.0322, 0.2609], [-0.5483, -0.9382, -2.5061], [0.7405, 0.1580, -2.4569], [-0.5595, 0.7649, 3.0192], [-1.6078, 1.3405, 0.3956], [1.2530, 0.1788, 1.1791], [-0.8212, 0.7217, -1.6184], [-2.1271, 1.4222, 2.4639], [-0.6630, 2.4790, 1.3344], [-0.6170, -1.0728, 0.0405]],
  "forces_ev_per_a": [[-0.2, -0.5, -0.4], [2.0, 2.0, 3.8], [2.8, -0.8, -2.2], [-1.0, 0.9, -3.1], [-0.6, 2.2, 1.1], [-2.7, -1.7, -1.8], [1.4, -4.7, 3.2], [-0.2, -0.6, 0.5], [0.4, 0.2, 0.1], [-0.2, 0.9, 1.3], [-0.4, 0.5, 0.7], [-1.5, 0.5, 0.6], [2.0, -0.1, 0.6], [-2.9, 1.4, -2.4], [-0.6, 0.6, -1.5], [0.0, 0.3, 1.3], [1.7, -1.0, -0.6], [0.0, -0.1, -1.2]],
  "lowdin_charge": [0.136, -0.073, -0.054, -0.188, -0.789, -0.271, -0.563, 0.041, 0.013, 0.052, 0.083, 0.044, 0.111, 0.161, 0.052, 0.025, 0.088, 0.132]
}

# 2
{
  "formula": "C4H11N2S",
  "method": "wB97M-V/def2-TZVPD",
  "charge": -1,
  "e_above_lowest_kcal_mol": 29.3,
  "largest_force_ev_per_a": 1.87,
  "smiles": "NCCNCC[S-]",
  "species": ["S", "N", "N", "C", "C", "C", "C", "H", "H", "H", "H", "H", "H", "H", "H", "H", "H", "H"],
  "coordinates": [[-2.7174, -0.3293, -1.9402], [0.8482, 0.9865, -0.2556], [2.5638, -0.7128, 2.6999], [-0.6123, 0.8029, -0.3763], [-1.0822, -0.4750, -1.1253], [2.0552, -0.4706, 1.3389], [1.3741, 0.9191, 1.0953], [-1.0409, 1.5745, -1.0275], [1.3772, -1.2358, 0.9777], [2.9505, -1.6534, 2.6176], [-0.3501, -0.7567, -1.8953], [2.1511, 1.6620, 1.2616], [0.6105, 1.1675, 1.8323], [-1.0531, 0.7766, 0.6171], [2.9058, -0.4763, 0.6379], [-1.2606, -1.2901, -0.4327], [1.4198, 0.4449, -0.8962], [1.8071, -0.8455, 3.3656]],
  "forces_ev_per_a": [[0.0, 0.3, 0.0], [-0.2, 0.5, 0.8], [0.2, -0.6, -0.4], [-0.1, -0.8, -1.7], [-0.4, 0.0, 0.0], [-0.4, 1.2, -0.3], [1.0, -0.9, 0.0], [0.1, 0.4, 0.6], [-0.4, -0.3, 0.0], [0.3, 0.2, 0.4], [0.1, 0.0, 0.3], [0.2, 0.3, 0.0], [-0.2, -0.3, -0.1], [-0.1, 0.4, 0.0], [0.0, -0.1, 0.3], [0.7, -0.3, 0.2], [-0.5, 0.0, 0.0], [-0.2, 0.3, -0.2]],
  "lowdin_charge": [0.031, -0.096, -0.030, -0.320, -0.802, -0.286, -0.256, 0.059, 0.097, 0.052, 0.023, 0.090, 0.101, 0.091, 0.105, -0.001, 0.089, 0.055]
}

# 3
{
  "formula": "C4H11N2S",
  "method": "wB97M-V/def2-TZVPD",
  "charge": -1,
  "e_above_lowest_kcal_mol": 21.8,
  "largest_force_ev_per_a": 1.85,
  "smiles": "NCNCCC[S-]",
  "species": ["S", "N", "N", "C", "C", "C", "C", "H", "H", "H", "H", "H", "H", "H", "H", "H", "H", "H"],
  "coordinates": [[-2.4719, -0.1810, 0.0698], [0.6287, -1.8441, -0.4834], [2.1263, -0.0589, 0.1670], [-1.1303, 1.0428, -0.0806], [-0.0392, 1.1420, 0.9966], [1.4402, 1.2220, 0.5008], [1.5941, -0.8539, -0.8989], [1.2289, -0.1735, -1.6954], [2.3396, -1.4783, -1.4255], [2.2196, -0.6374, 0.9957], [-0.0291, 0.2899, 1.6811], [0.1630, -2.3629, -1.2080], [-0.2140, -1.4683, -0.0317], [-0.6914, 0.9956, -1.0825], [-1.6973, 1.9742, -0.0621], [2.0871, 1.5313, 1.3298], [1.5474, 1.9242, -0.3261], [-0.2767, 2.0252, 1.5939]],
  "forces_ev_per_a": [[0.2, -0.6, 0.2], [-1.2, -0.3, 1.4], [-0.2, 0.3, -0.3], [-0.5, 0.4, -0.3], [0.8, -0.3, -0.2], [0.0, -0.9, 0.7], [-0.4, -0.5, -1.6], [0.0, 0.1, 0.4], [0.5, 0.5, 0.4], [-0.1, 0.1, 0.0], [-0.5, -0.1, 0.0], [0.5, -0.2, -0.8], [0.3, 0.5, 0.2], [0.2, -0.1, 0.1], [0.4, 0.3, -0.1], [-0.3, 0.7, 0.0], [0.1, 0.0, -0.1], [0.3, 0.0, 0.2]],
  "lowdin_charge": [0.090, -0.005, -0.084, -0.801, -0.281, -0.235, -0.380, 0.104, 0.092, 0.095, 0.080, 0.048, -0.026, 0.023, 0.005, 0.092, 0.099, 0.085]
}

# 4
{
  "formula": "C4H11N2S",
  "method": "wB97M-V/def2-TZVPD",
  "s_squared": 0.753,
  "charge": 0,
  "spin_multiplicity": 2,
  "e_above_lowest_kcal_mol": 48.7,
  "largest_force_ev_per_a": 6.23,
  "species": ["S", "N", "N", "C", "C", "C", "C", "H", "H", "H", "H", "H", "H", "H", "H", "H", "H", "H"],
  "coordinates": [[2.6539, 0.1350, -0.7708], [-2.3479, -0.6048, 2.3347], [-1.5340, 0.1074, 0.0792], [-0.2152, 0.4782, -0.4654], [1.1182, -0.3839, 0.0055], [-1.5382, -0.8830, 1.1454], [-0.4828, 1.0429, -1.7759], [-1.2214, 1.8697, -1.6586], [0.7851, -1.5212, -0.2247], [-2.7746, 0.2817, 2.1978], [-1.8435, -1.7943, 0.6875], [1.1514, -0.2442, 1.2078], [-2.0870, -0.2895, -0.6697], [-0.5503, -1.2722, 1.6029], [0.3916, 1.5819, -2.0915], [-1.7954, -0.4689, 3.1901], [0.1091, 1.4402, 0.1061], [-0.7458, 0.2134, -2.3688]],
  "forces_ev_per_a": [[-0.8, -0.2, 0.5], [0.3, 0.2, 0.3], [1.3, -0.9, 0.7], [1.7, 3.3, 5.0], [-2.9, -2.1, 0.2], [1.5, -1.5, 1.8], [0.6, 1.3, -0.5], [0.0, -1.1, -0.3], [1.4, 2.2, 0.7], [-0.8, 0.8, -0.2], [-1.0, -0.9, -0.2], [0.2, -0.3, -3.0], [0.0, 0.1, -0.1], [-0.9, 1.3, -1.2], [0.6, -0.2, -0.8], [0.0, -0.3, -0.7], [-0.7, -1.2, -0.4], [-0.7, -0.4, -1.8]],
  "lowdin_charge": [0.614, 0.000, -0.018, -0.499, -0.644, -0.337, -0.111, 0.111, 0.097, 0.041, 0.088, 0.109, 0.101, 0.115, 0.061, 0.064, 0.136, 0.072]
}